Record 1
Below is C3H5N3 in the gas phase in a non-equilibrium geometry, with properties calculated with wB97M-V/def2-TZVPD.

Computed properties:
LUMO: 0.81 eV
DFT total energy: -7660.6870 eV
HOMO-LUMO gap: 9.9 eV
relative energy (zero: lowest compared OMol25 entry of this formula, charge and spin): 1.769 eV

```
! RIJCOSX wB97M-V def2-TZVPD def2/J DEFGRID3
* xyz 0 1
N -1.8678 0.0877 -0.0052
C -0.4745 0.0631 0.0233
C 0.4918 -0.8809 0.1268
C 1.6940 -0.1522 -0.1322
N 1.5043 1.1350 -0.2454
N 0.1253 1.3244 -0.1111
H -2.2690 -0.7676 0.3503
H -2.1447 0.2089 -0.9767
H 0.3689 -1.9276 0.3452
H 2.6842 -0.5746 -0.2632
H -0.1124 1.4840 0.8882
*
```

=====

Record 2
Below is a molecular structure, C12H26O12Zn in a non-equilibrium geometry, with properties calculated with wB97M-V/def2-TZVPD.

Computed properties:
LUMO: -4.88 eV
DFT total energy: -85841.5337 eV
HOMO-LUMO gap: 3.0 eV
relative energy (zero: lowest compared OMol25 entry of this formula, charge and spin): 9.605 eV

```
! RIJCOSX wB97M-V def2-TZVPD def2/J DEFGRID3
* xyz 0 1
Zn -0.0964 -0.0934 -0.4562
O 1.7887 -2.8371 -1.7606
H 2.1453 -3.6272 -2.2114
O -2.2499 2.3844 0.9014
H -2.8550 3.1477 0.9778
C 2.6780 5.6913 -1.8164
O 3.9168 5.1043 -1.9411
C 3.9077 3.7703 -1.7990
O 2.9282 3.0021 -1.7221
O 5.2414 3.3650 -1.7863
C 5.5281 2.0190 -1.8878
H 2.6574 6.7050 -2.2166
H 2.2582 5.8147 -0.8181
H 1.8250 5.2887 -2.3627
H 6.5899 1.8897 -2.0973
H 4.9366 1.4379 -2.5953
H 5.5091 1.6488 -0.8628
C -1.2043 2.0319 -6.3051
O -2.4927 1.6170 -6.3962
C -3.1148 1.0531 -5.3034
O -2.6670 0.6643 -4.1825
O -4.3826 0.9841 -5.4985
C -5.3277 0.6047 -4.4769
H -0.6631 1.7752 -7.2157
H -0.7677 1.5342 -5.4392
H -1.1873 3.1092 -6.1398
H -5.0936 -0.3597 -4.0262
H -6.2784 0.3731 -4.9571
H -5.4432 1.4248 -3.7683
C -2.5942 -5.8442 2.5928
O -3.2846 -4.9006 3.4065
C -3.5282 -3.6768 3.0695
O -3.0801 -3.0823 2.0714
O -4.3635 -3.1281 4.0224
C -4.7568 -1.7518 3.7686
H -2.4080 -6.8295 3.0202
H -1.6518 -5.4065 2.2636
H -3.1078 -5.9282 1.6350
H -5.5897 -1.5221 4.4331
H -5.1769 -1.6216 2.7713
H -3.9913 -1.0110 3.9995
C 4.1691 -0.3606 5.4878
C 3.1033 -1.1835 4.7306
O 2.4447 -0.7297 3.8062
C 3.0818 -2.7114 5.0150
H 4.9058 -0.0909 4.7311
H 4.7785 -1.0231 6.1025
H 3.7775 0.5019 6.0272
H 2.7671 -3.2599 4.1271
H 2.3380 -2.9191 5.7842
H 4.0805 -3.0441 5.2977
*
```

=====

Record 3
Below is 4 unconnected molecules or ions with the total composition C13H25O16S4 in a non-equilibrium geometry, with properties calculated with wB97M-V/def2-TZVPD.

Computed properties:
LUMO: -3.61 eV
DFT total energy: -89971.5771 eV
HOMO-LUMO gap: 9.0 eV

```
! RIJCOSX wB97M-V def2-TZVPD def2/J DEFGRID3
* xyz 1 1
C -2.0338 0.4488 -2.6479
C -1.2024 0.6709 -4.0124
O -1.7055 1.5113 -4.8558
O 0.0675 0.0562 -4.3476
C 1.0538 1.1357 -4.3662
O 1.8074 1.3199 -5.3943
C 1.1439 2.1314 -3.0875
S 2.6165 3.3158 -3.2067
C 1.9140 4.9546 -2.5624
C 1.0992 4.6298 -1.1948
C 1.4400 5.7093 0.0037
O -0.3448 4.6054 -1.3456
H -1.5505 -0.3041 -1.9248
H -2.0258 1.4780 -2.0905
H -3.1364 0.2340 -2.9000
H 1.1408 1.5657 -2.0706
H 0.2076 2.8323 -3.1357
H 2.9564 3.4951 -4.5474
H 1.1070 5.2751 -3.3469
H 2.7193 5.7716 -2.4588
H 1.4002 3.5936 -0.7590
H 2.4033 6.2465 -0.3324
H 0.5696 6.4611 0.0283
H 1.5150 5.1975 1.0302
H -0.6990 5.4719 -1.6618
C -1.9026 -5.0100 -1.6404
C -1.9750 -3.8127 -2.5791
O -2.8530 -2.8903 -1.9366
S -2.6936 -3.0432 -0.3239
O -1.7915 -2.0222 0.1358
O -3.9952 -3.2465 0.2426
O -1.8991 -4.4601 -0.3209
H -2.7875 -5.6453 -1.7425
H -1.0049 -5.6094 -1.8050
H -2.3531 -4.0800 -3.5669
H -0.9966 -3.3326 -2.6821
C 1.3481 2.0106 4.2885
C 2.2901 1.8514 3.1032
O 2.2328 3.1007 2.4133
S 1.9822 4.2906 3.4941
O 3.2500 4.8812 3.8132
O 0.8488 5.0598 3.0661
O 1.5312 3.3529 4.7405
H 0.3045 1.8939 3.9818
H 1.5713 1.3047 5.0903
H 1.9955 1.0333 2.4444
H 3.3208 1.6965 3.4362
C -0.7968 -6.9744 3.8515
C -1.6029 -5.7298 4.1973
O -0.8558 -4.6411 3.6552
S -0.0902 -5.1412 2.3102
O -0.8858 -4.7543 1.1646
O 1.3035 -4.8218 2.4359
O -0.2792 -6.7388 2.5415
H 0.0486 -7.0993 4.5343
H -1.4084 -7.8782 3.8628
H -1.7377 -5.6070 5.2728
H -2.5816 -5.7449 3.7078
*
```

=====

Record 4
Below is a molecular structure, C20H33BeF9NO13Zn in a non-equilibrium geometry, with properties calculated with wB97M-V/def2-TZVPD.

Computed properties:
LUMO: -8.83 eV
DFT total energy: -122641.8529 eV
HOMO-LUMO gap: 2.0 eV

```
! RIJCOSX wB97M-V def2-TZVPD def2/J DEFGRID3
* xyz 1 1
Zn -0.0846 0.6671 2.4774
Be 0.6531 2.2815 -3.6109
C -2.4128 2.4344 3.4599
O -2.6679 2.1180 2.0911
O -1.4468 1.4549 3.8526
C -2.0863 4.0037 3.5333
F -0.8992 4.2536 2.9705
F -2.9729 4.7422 2.8817
F -1.9902 4.4787 4.7553
C -3.9005 2.4211 1.5504
C -4.1647 1.4391 0.4294
H -5.1610 1.7054 0.0763
H -3.4348 1.5978 -0.3645
H -4.1809 0.4185 0.8116
H -4.0297 3.4727 1.2943
H -4.7240 2.2324 2.2392
H -3.3309 2.2139 4.0046
C 2.6841 1.1776 1.8847
O 1.9922 -0.0365 1.6119
O 1.6253 1.9579 2.4736
C 4.0150 0.9975 2.6990
F 5.0246 0.5475 1.9279
F 4.4319 2.1918 3.1497
F 3.9653 0.1408 3.7271
C 2.8243 -1.1631 1.2404
C 1.8127 -2.2785 1.0956
H 1.0041 -1.9875 0.4250
H 2.2001 -3.1821 0.6250
H 1.4081 -2.6374 2.0419
H 3.5222 -1.4712 2.0189
H 3.2520 -1.0616 0.2430
H 2.9631 1.6036 0.9210
N -0.2347 0.9168 -0.8384
O -0.8072 1.8524 -1.3721
O -0.3563 0.7563 0.3965
O 0.4999 0.2340 -1.4344
C 0.2274 4.5271 -0.7737
O 1.1654 4.0617 -1.7212
C 2.4791 4.0339 -1.2443
C 3.3488 3.3129 -2.3159
O 2.7661 2.0616 -2.5730
C 3.6657 0.9923 -2.3515
H 0.0707 3.8094 0.0316
H -0.7774 4.6210 -1.1854
H 0.4874 5.4336 -0.2270
H 2.6282 3.5280 -0.2904
H 2.8599 5.0297 -1.0174
H 4.3566 3.2812 -1.9020
H 3.2924 3.8572 -3.2586
H 4.3853 1.0133 -3.1699
H 3.1239 0.0506 -2.4401
H 4.1745 1.1117 -1.3949
O -1.2833 -1.0631 2.2586
C -1.6163 -2.1417 1.7901
O -1.3914 -3.3509 2.3019
C -2.0697 -4.3771 1.6849
C -2.3522 -3.8320 0.2891
C -2.3016 -2.3482 0.3915
H -2.9039 -4.6924 2.3116
H -1.3733 -5.2148 1.7194
H -3.2912 -4.1417 -0.1696
H -1.5877 -4.2379 -0.3735
H -3.3129 -1.9473 0.3237
H -1.7825 -1.8612 -0.4340
C 1.7523 -3.5318 -2.7486
C 0.3758 -2.9940 -2.3854
O -0.6498 -3.8523 -2.9061
C -1.9455 -3.5056 -3.1761
O -2.4060 -2.4015 -2.9061
C -2.8027 -4.7105 -3.5968
F -2.1071 -5.6306 -4.3226
F -3.1927 -5.3315 -2.4736
F -3.8547 -4.2680 -4.2924
H 2.5438 -3.1259 -2.1186
H 1.9197 -3.2327 -3.7833
H 1.8617 -4.6155 -2.7893
H 0.2834 -1.9659 -2.7354
H 0.2411 -2.8441 -1.3142
*
```

=====

Record 5
Below is C2H4NP in the gas phase in a non-equilibrium geometry, with properties calculated with wB97M-V/def2-TZVPD.

Computed properties:
LUMO: 0.16 eV
DFT total energy: -12913.8403 eV
HOMO-LUMO gap: 6.8 eV
relative energy (zero: lowest compared OMol25 entry of this formula, charge and spin): 2.689 eV

```
! RIJCOSX wB97M-V def2-TZVPD def2/J DEFGRID3
* xyz 0 1
C -0.6911 -0.4603 0.4993
C 0.6791 -0.4845 0.0586
N -1.8439 -0.5334 0.7302
P 0.4053 0.5348 -1.5954
H 1.5156 -0.0625 0.6050
H 0.7131 -1.5864 -0.0525
H -2.7648 -0.2585 0.2777
H 1.0978 1.7376 -1.0560
*
```

=====

Record 6
Below is a molecular structure, C4H11N3 in a non-equilibrium geometry, with properties calculated with wB97M-V/def2-TZVPD.

Computed properties:
LUMO: 0.83 eV
DFT total energy: -8790.7959 eV
HOMO-LUMO gap: 7.5 eV
relative energy (zero: lowest compared OMol25 entry of this formula, charge and spin): 6.823 eV

```
! RIJCOSX wB97M-V def2-TZVPD def2/J DEFGRID3
* xyz 0 1
C 1.2706 -0.3653 -1.5729
C 0.4101 2.2523 -0.3412
N -0.2102 -1.9744 0.0801
C 0.3202 -0.2192 -0.4586
C -0.3772 0.4847 0.3213
N -0.5423 -2.3601 1.3716
N -1.3921 0.5996 1.1966
H -0.8341 -2.3678 -0.6251
H -1.4329 -1.9883 1.7087
H 0.1781 -2.0229 2.0070
H -2.1458 1.2288 0.9513
H -1.2693 0.2840 2.1508
H 0.8297 -0.0167 -2.5100
H 1.5553 -1.4140 -1.6806
H 2.1789 0.2115 -1.3846
H -0.2675 2.9308 0.1759
H 1.4278 2.3648 0.0262
H 0.3005 2.3721 -1.4166
*
```